(1)
C2H2FN3 | ωB97M-V/def2-TZVPD

Results
Structure (SMILES): Fn1cncn1
Charge: 0
Multiplicity: 1
Molecular weight in Da: 87.06
Highest occupied orbital energy in eV: -10.39

Last columns: bonded neighbours and bond lengths (Å).
Positions of all 8 atoms, in Å:
1 F 1.785 -0.629 1.248  N2 1.313
2 N 0.783 -0.145 0.551  F1 1.313, C3 1.367, N6 1.316
3 C -0.523 -0.540 0.630  N2 1.367, N4 1.287, H7 1.095
4 N -1.164 0.019 -0.336  C3 1.287, C5 1.340
5 C -0.239 0.696 -1.029  N4 1.340, N6 1.320, H8 1.060
6 N 0.968 0.626 -0.499  N2 1.316, C5 1.320
7 H -1.012 -1.237 1.319  C3 1.095
8 H -0.598 1.209 -1.885  C5 1.060

Atom charges from the natural (NBO) analysis, given in e for atoms 1 to 5: -0.14 0.20 0.12 -0.46 0.12

=====

(2)
C28H77N7O7 | ωB97M-V/def2-TZVPD

Results
Structure (SMILES): COC[C@H](C)N.COC[C@H](C)N.COC[C@H](C)N.COC[C@H](C)N.COC[C@H](C)N.COC[C@H](C)N.COC[C@H](C)N
Charge: 0
Multiplicity: 1
Molecular weight in Da: 623.97
Highest occupied orbital energy in eV: -8.54

Last columns: bonded neighbours and bond lengths (Å).
Positions of all 119 atoms, in Å:
1 C -4.473 -2.803 -0.780  O2 1.414, H7 1.089, H8 1.094, H9 1.095
2 O -4.777 -1.430 -0.932  C1 1.414, C3 1.407
3 C -4.265 -0.831 -2.098  O2 1.407, C4 1.560, H10 1.092, H11 1.099
4 C -4.691 0.670 -2.097  C3 1.560, C5 1.478, N6 1.448, H12 1.093
5 C -6.159 0.849 -2.108  C4 1.478, H13 1.094, H14 1.092, H15 1.092
6 N -4.126 1.228 -3.308  C4 1.448, H16 1.016, H17 1.013
7 H -4.620 -3.177 0.232  C1 1.089
8 H -3.428 -3.037 -1.007  C1 1.094
9 H -5.062 -3.481 -1.405  C1 1.095
10 H -3.190 -1.005 -2.175  C3 1.092
11 H -4.881 -1.308 -2.872  C3 1.099
12 H -4.165 1.124 -1.253  C4 1.093
13 H -6.532 0.545 -1.126  C5 1.094
14 H -6.626 0.294 -2.925  C5 1.092
15 H -6.504 1.877 -2.235  C5 1.092
16 H -4.267 0.586 -4.083  N6 1.016
17 H -4.648 2.044 -3.606  N6 1.013
18 C -0.196 -2.197 2.098  O19 1.425, H24 1.094, H25 1.088, H26 1.092
19 O -1.040 -1.583 1.128  C18 1.425, C20 1.423
20 C -0.354 -0.569 0.402  O19 1.423, C21 1.532, H27 1.098, H28 1.097
21 C -0.089 0.736 1.159  C20 1.532, C22 1.552, N23 1.458, H29 1.095
22 C -1.407 1.418 1.611  C21 1.552, H30 1.092, H31 1.091, H32 1.090
23 N 0.564 1.685 0.264  C21 1.458, H33 1.014, H34 1.017
24 H 0.685 -2.586 1.579  C18 1.094
25 H -0.742 -3.018 2.560  C18 1.088
26 H 0.169 -1.507 2.861  C18 1.092
27 H 0.531 -0.839 -0.190  C20 1.098
28 H -0.970 -0.353 -0.479  C20 1.097
29 H 0.501 0.521 2.056  C21 1.095
30 H -1.886 1.722 0.678  C22 1.092
31 H -1.261 2.335 2.182  C22 1.091
32 H -2.064 0.774 2.197  C22 1.090
33 H 1.043 2.497 0.637  N23 1.014
34 H 1.338 1.183 -0.163  N23 1.017
35 C -2.720 -4.328 4.818  O36 1.421, H41 1.094, H42 1.090, H43 1.090
36 O -2.891 -5.228 5.903  C35 1.421, C37 1.406
37 C -3.396 -6.489 5.541  O36 1.406, C38 1.511, H44 1.095, H45 1.098
38 C -3.415 -7.469 6.690  C37 1.511, C39 1.510, N40 1.465, H46 1.096
39 C -2.085 -7.726 7.359  C38 1.510, H47 1.098, H48 1.091, H49 1.093
40 N -4.094 -8.735 6.403  C38 1.465, H50 1.015, H51 1.020
41 H -1.702 -4.371 4.420  C35 1.094
42 H -2.748 -3.353 5.304  C35 1.090
43 H -3.446 -4.459 4.016  C35 1.090
44 H -4.411 -6.385 5.145  C37 1.095
45 H -2.793 -6.888 4.714  C37 1.098
46 H -4.082 -7.059 7.455  C38 1.096
47 H -2.219 -8.238 8.321  C39 1.098
48 H -1.634 -6.790 7.690  C39 1.091
49 H -1.484 -8.515 6.900  C39 1.093
50 H -4.119 -9.230 7.290  N40 1.015
51 H -3.392 -9.306 5.933  N40 1.020
52 C 1.539 4.713 -0.435  O53 1.404, H58 1.093, H59 1.093, H60 1.097
53 O 1.777 4.399 0.912  C52 1.404, C54 1.410
54 C 1.338 5.450 1.743  O53 1.410, C55 1.562, H61 1.095, H62 1.095
55 C 1.370 5.218 3.287  C54 1.562, C56 1.534, N57 1.473, H63 1.091
56 C 0.639 3.963 3.779  C55 1.534, H64 1.093, H65 1.089, H66 1.093
57 N 0.767 6.376 3.969  C55 1.473, H67 1.016, H68 1.015
58 H 1.738 3.946 -1.189  C52 1.093
59 H 2.029 5.615 -0.809  C52 1.093
60 H 0.455 4.792 -0.584  C52 1.097
61 H 1.984 6.319 1.587  C54 1.095
62 H 0.304 5.751 1.539  C54 1.095
63 H 2.405 5.251 3.631  C55 1.091
64 H -0.447 4.084 3.780  C56 1.093
65 H 0.864 3.588 4.776  C56 1.089
66 H 0.822 3.162 3.058  C56 1.093
67 H -0.184 6.495 3.633  N57 1.016
68 H 1.235 7.229 3.677  N57 1.015
69 C 0.406 -2.451 -3.046  O70 1.414, H75 1.095, H76 1.095, H77 1.090
70 O 1.609 -1.711 -3.121  C69 1.414, C71 1.433
71 C 2.080 -1.712 -4.475  O70 1.433, C72 1.546, H78 1.096, H79 1.093
72 C 3.294 -0.767 -4.628  C71 1.546, C73 1.525, N74 1.467, H80 1.090
73 C 4.383 -1.132 -3.625  C72 1.525, H81 1.093, H82 1.083, H83 1.092
74 N 2.886 0.608 -4.319  C72 1.467, H84 1.013, H85 1.017
75 H 0.412 -3.430 -3.536  C69 1.095
76 H -0.371 -1.870 -3.554  C69 1.095
77 H 0.071 -2.678 -2.034  C69 1.090
78 H 2.401 -2.731 -4.719  C71 1.096
79 H 1.344 -1.488 -5.251  C71 1.093
80 H 3.750 -0.873 -5.612  C72 1.090
81 H 4.933 -2.020 -3.946  C73 1.093
82 H 4.041 -1.231 -2.603  C73 1.083
83 H 5.160 -0.364 -3.649  C73 1.092
84 H 2.410 0.566 -3.426  N74 1.013
85 H 2.106 0.889 -4.908  N74 1.017
86 C -0.349 0.818 -6.883  O87 1.423, H92 1.090, H93 1.093, H94 1.092
87 O -0.176 0.833 -5.470  C86 1.423, C88 1.432
88 C -0.705 2.057 -4.946  O87 1.432, C89 1.520, H95 1.095, H96 1.092
89 C -0.872 1.970 -3.437  C88 1.520, C90 1.543, N91 1.482, H97 1.092
90 C -1.441 3.222 -2.741  C89 1.543, H98 1.093, H99 1.092, H100 1.090
91 N 0.434 1.714 -2.786  C89 1.482, H101 1.024, H102 1.015
92 H -1.352 0.450 -7.099  C86 1.090
93 H 0.398 0.115 -7.259  C86 1.093
94 H -0.059 1.750 -7.372  C86 1.092
95 H 0.086 2.783 -5.158  C88 1.095
96 H -1.661 2.326 -5.402  C88 1.092
97 H -1.475 1.083 -3.230  C89 1.092
98 H -1.507 3.094 -1.657  C90 1.093
99 H -2.495 3.401 -2.966  C90 1.092
100 H -0.860 4.136 -2.864  C90 1.090
101 H 0.303 1.696 -1.770  N91 1.024
102 H 0.627 0.757 -3.066  N91 1.015
103 C 7.485 2.951 1.161  O104 1.400, H109 1.089, H110 1.094, H111 1.097
104 O 6.346 2.225 1.526  C103 1.400, C105 1.413
105 C 5.628 1.764 0.400  O104 1.413, C106 1.551, H112 1.096, H113 1.096
106 C 4.170 1.397 0.784  C105 1.551, C107 1.527, N108 1.486, H114 1.090
107 C 4.132 0.251 1.793  C106 1.527, H115 1.094, H116 1.090, H117 1.094
108 N 3.380 0.879 -0.363  C106 1.486, H118 1.019, H119 1.009
109 H 8.062 3.270 2.029  C103 1.089
110 H 7.259 3.822 0.539  C103 1.094
111 H 8.215 2.385 0.569  C103 1.097
112 H 5.542 2.507 -0.402  C105 1.096
113 H 6.097 0.915 -0.109  C105 1.096
114 H 3.653 2.295 1.123  C106 1.090
115 H 4.620 -0.659 1.433  C107 1.094
116 H 3.158 -0.043 2.185  C107 1.090
117 H 4.731 0.446 2.687  C107 1.094
118 H 3.431 1.561 -1.118  N108 1.019
119 H 3.864 0.077 -0.740  N108 1.009

Atom charges from the Löwdin analysis, given in e for atoms 1 to 5: -0.11 -0.19 -0.19 -0.44 -0.07

=====

ΔE to the lowest compared entry with this formula, charge and spin (kJ/mol)
216.3 233.4
E_LUMO (eV)
1.05 0.71
Calculated total energy (eV)
-9291.1745 -55042.7158